[1]
A cluster of 3 separate species, C4H12O3 in total. Source: the OMol25 dataset; level of theory: ωB97M-V/def2-TZVPD.

The calculation puts the total energy at -10484.46735 eV. For the energy above the lowest of the compared OMol25 structures with the same formula, charge and spin, the calculation gives 15.49 kcal per mole.

Geometry as XYZ:
```
19
C4H12O3, DFT ωB97M-V/def2-TZVPD
C 0.945 1.000 -0.857
C 0.488 -0.036 0.158
C -1.037 -0.101 0.309
C -1.504 -0.931 1.460
O -2.487 -1.626 1.464
H 2.005 1.171 -0.710
H 0.409 1.919 -0.661
H 0.624 0.759 -1.873
H 0.952 0.159 1.130
H 0.856 -1.036 -0.061
H -1.490 -0.523 -0.596
H -1.363 0.940 0.316
H -0.822 -0.939 2.338
O 0.989 3.024 1.422
H 0.877 2.503 2.222
H 1.276 3.899 1.714
O 0.055 -3.254 -2.832
H -0.540 -3.999 -2.975
H -0.234 -2.929 -1.971
```

=====

[2]
A cluster of 3 separate species, C4H12O3 in total. Source: the OMol25 dataset; level of theory: ωB97M-V/def2-TZVPD.

As for the expectation value of S²: 0.75. Its multiplicity is 2. The calculation puts the total energy at -10474.45558 eV. For the energy above the lowest of the compared OMol25 structures with the same formula, charge and spin, the calculation gives 41.65 kcal per mole. Its total charge is +1.

Geometry as XYZ:
```
19
C4H12O3, DFT ωB97M-V/def2-TZVPD
C -0.208 1.369 -1.899
C 0.427 -0.037 1.781
O 1.787 -0.440 1.737
C -0.060 0.778 0.631
C 0.402 0.795 -0.665
H -0.197 0.624 -2.707
H 0.369 2.251 -2.191
H -1.249 1.682 -1.790
H 0.369 0.741 2.612
H -0.117 -0.951 2.043
H 2.328 0.183 1.239
H -0.752 1.561 0.937
H 1.341 0.272 -0.839
H -1.938 -0.350 0.180
H -3.250 -0.957 -0.283
O -2.698 -0.180 -0.382
H 0.842 -1.802 0.121
H 1.699 -2.966 -0.071
O 0.904 -2.573 -0.454
```

=====

[3]
A cluster of 3 separate species, C4H12O3 in total. Source: the OMol25 dataset; level of theory: ωB97M-V/def2-TZVPD.

As for the expectation value of S²: 0.75. Its multiplicity is 2. The calculation puts the total energy at -10474.77563 eV. For the energy above the lowest of the compared OMol25 structures with the same formula, charge and spin, the calculation gives 34.27 kcal per mole. Its total charge is +1.

Geometry as XYZ:
```
19
C4H12O3, DFT ωB97M-V/def2-TZVPD
C 1.554 -0.912 1.334
C 0.224 -0.293 1.044
C -0.466 -0.858 0.053
O 0.200 -1.376 -1.051
C -1.912 -0.519 -0.108
H 1.487 -1.504 2.219
H 2.332 -0.163 1.505
H 1.856 -1.682 0.608
H -0.324 0.182 1.912
H -0.564 -1.856 -1.652
H -2.255 0.416 0.486
H -2.295 -1.294 0.503
H -2.177 -0.469 -1.099
H 1.119 0.411 -1.866
H 1.606 0.902 -0.516
O 1.358 1.234 -1.397
H -0.088 1.990 -0.587
H -0.903 3.162 -1.058
O -0.750 2.630 -0.328
```

=====

[4]
A cluster of 3 separate species, C4H12O4 in total. Source: the OMol25 dataset; level of theory: ωB97M-V/def2-TZVPD.

As for the expectation value of S²: 0.75. Its multiplicity is 2. The calculation puts the total energy at -12530.98493 eV. For the energy above the lowest of the compared OMol25 structures with the same formula, charge and spin, the calculation gives 22.64 kcal per mole. Its total charge is -1.

Geometry as XYZ:
```
20
C4H12O4, DFT ωB97M-V/def2-TZVPD
O -2.669 0.722 0.198
C -1.834 0.109 0.962
C -0.342 0.062 0.740
C 0.283 -1.218 1.266
C 1.771 -1.189 1.590
O 2.512 -0.155 0.894
H -2.104 -0.425 1.900
H -0.155 -0.005 -0.346
H 0.195 0.960 1.029
H -0.231 -1.467 2.222
H -0.011 -2.165 0.797
H 2.267 -2.121 1.289
H 2.046 -0.968 2.618
H 2.275 -0.226 -0.043
H 0.785 -0.096 -3.320
H -0.017 1.153 -2.626
O 0.802 0.643 -2.717
H -1.373 2.684 -1.939
H -2.490 1.726 -1.994
O -1.710 1.976 -2.519
```

=====

[5]
A cluster of 4 separate species, C4H12O5 in total. Source: the OMol25 dataset; level of theory: ωB97M-V/def2-TZVPD.

The calculation puts the total energy at -14578.43072 eV. For the energy above the lowest of the compared OMol25 structures with the same formula, charge and spin, the calculation gives 50.80 kcal per mole.

Geometry as XYZ:
```
21
C4H12O5, DFT ωB97M-V/def2-TZVPD
O 2.016 0.357 0.335
C 1.943 -0.568 -0.428
C 0.599 -1.041 -1.008
C -0.478 -0.010 -0.703
C -0.569 1.207 -1.522
O -1.405 2.081 -1.421
H 2.822 -1.174 -0.643
H 0.530 -1.395 -2.039
H 0.345 -1.965 -0.429
H -0.625 0.016 0.411
H -1.468 -0.536 -0.759
H 0.226 1.305 -2.299
O -3.060 0.120 -1.124
H -3.188 1.025 -0.811
H -3.217 0.241 -2.075
O 0.333 1.397 2.519
H 1.069 1.000 2.061
H 0.559 2.152 3.074
O 1.173 -1.779 2.311
H 0.527 -1.158 2.665
H 1.869 -1.276 1.886
```

=====

[6]
A cluster of 2 separate species, C4H12OS in total. Source: the OMol25 dataset; level of theory: ωB97M-V/def2-TZVPD.

The calculation puts the total energy at -17224.60661 eV. For the energy above the lowest of the compared OMol25 structures with the same formula, charge and spin, the calculation gives 21.63 kcal per mole.

Geometry as XYZ:
```
18
C4H12OS, DFT ωB97M-V/def2-TZVPD
C 0.895 1.292 -0.680
C 0.010 2.295 -1.370
O 0.347 2.176 -2.766
H 1.964 1.497 -0.735
H 0.713 1.154 0.404
H 0.719 0.230 -1.089
H 0.111 3.340 -1.040
H -1.014 1.945 -1.280
H -0.028 2.960 -3.180
C 0.487 -2.216 1.196
C -0.971 -2.120 0.969
S -1.907 -1.153 2.294
H 0.592 -2.568 2.230
H 0.953 -1.233 1.241
H 1.071 -2.869 0.559
H -1.243 -1.645 0.037
H -1.410 -3.125 1.050
H -1.290 0.041 2.161
```